Formula: C3H5Br2NO2
Source: OMol25
Level of theory: ωB97M-V with the def2-TZVPD basis set

Geometry (Å):
C  0.097  -0.824  -1.764
C  0.187  0.077  -0.524
C  -0.544  -0.281  0.682
N  0.441  1.275  1.852
O  -0.275  1.872  2.621
O  1.584  1.232  1.600
Br  -2.384  0.330  0.916
Br  -0.201  -1.842  1.672
H  -0.958  -1.151  -1.935
H  0.673  -1.730  -1.659
H  0.554  -0.256  -2.534
H  -0.338  1.024  -0.890
H  1.162  0.274  -0.036

* frontier orbital gap (alpha / beta): 0.3117 / 0.3120 Eh

Formula: C26H52Cl26
Source: OMol25
Level of theory: ωB97M-V with the def2-TZVPD basis set

Geometry (Å):
Cl  5.284  -1.162  -5.042
C  3.594  -1.398  -5.368
C  2.873  -0.189  -4.877
Cl  3.178  1.164  -5.991
H  3.290  -2.272  -4.798
H  3.419  -1.678  -6.409
H  3.207  0.075  -3.914
H  1.796  -0.354  -4.834
Cl  -3.090  -0.266  6.715
C  -2.808  0.102  4.996
C  -3.449  1.383  4.608
Cl  -5.248  1.298  4.639
H  -3.150  -0.758  4.463
H  -1.769  0.260  4.758
H  -3.180  1.603  3.556
H  -3.274  2.274  5.279
Cl  0.466  5.030  -0.909
C  1.718  5.540  -2.161
C  2.715  4.423  -2.330
Cl  2.062  2.942  -3.047
H  2.148  6.532  -1.914
H  1.141  5.634  -3.063
H  3.183  4.167  -1.413
H  3.535  4.715  -3.030
Cl  -3.910  4.555  1.967
C  -4.971  3.627  0.896
C  -4.565  2.325  0.347
Cl  -3.030  2.686  -0.613
H  -5.297  4.347  0.082
H  -5.858  3.445  1.438
H  -5.314  1.953  -0.358
H  -4.270  1.620  1.100
Cl  -4.702  0.014  -1.986
C  -2.992  -0.487  -1.836
C  -2.781  -1.655  -2.742
Cl  -3.595  -3.201  -2.280
H  -2.739  -0.618  -0.832
H  -2.481  0.362  -2.145
H  -1.714  -1.836  -2.693
H  -3.115  -1.575  -3.817
Cl  3.285  -4.182  -3.047
C  1.626  -4.893  -2.892
C  0.598  -3.778  -2.741
Cl  0.581  -3.102  -1.087
H  1.626  -5.602  -2.061
H  1.404  -5.426  -3.841
H  -0.442  -4.136  -2.932
H  0.895  -2.980  -3.425
Cl  -2.253  -5.490  4.574
C  -1.131  -4.119  4.941
C  -0.920  -3.179  3.781
Cl  0.331  -3.749  2.599
H  -0.251  -4.631  5.221
H  -1.671  -3.530  5.698
H  -0.455  -2.223  4.082
H  -1.744  -2.944  3.196
Cl  6.051  -1.583  3.187
C  4.555  -1.293  4.188
C  3.371  -1.790  3.438
Cl  1.872  -1.110  4.204
H  4.453  -0.208  4.138
H  4.780  -1.608  5.184
H  3.352  -2.905  3.475
H  3.310  -1.547  2.383
Cl  3.783  -1.799  -0.414
C  5.340  -0.945  -0.113
C  5.695  -0.018  -1.240
Cl  4.456  1.298  -1.397
H  6.099  -1.779  -0.032
H  5.181  -0.410  0.793
H  5.750  -0.507  -2.199
H  6.667  0.472  -1.197
Cl  0.133  2.630  2.779
C  1.341  3.839  2.511
C  2.658  3.265  2.010
Cl  3.426  2.175  3.101
H  1.346  4.330  3.496
H  1.004  4.581  1.770
H  3.359  4.071  1.829
H  2.486  2.706  1.083
Cl  -5.632  -5.340  0.864
C  -4.574  -3.899  1.218
C  -5.493  -2.739  1.417
Cl  -4.645  -1.244  1.934
H  -3.950  -3.824  0.321
H  -4.113  -4.188  2.148
H  -6.268  -2.971  2.108
H  -5.946  -2.581  0.495
Cl  -1.394  0.747  -5.066
C  -1.097  2.262  -4.071
C  -2.365  3.058  -3.727
Cl  -3.037  3.956  -5.160
H  -0.469  2.900  -4.698
H  -0.694  1.892  -3.126
H  -2.146  3.767  -2.896
H  -3.133  2.349  -3.341
Cl  -0.756  -0.524  0.921
C  0.932  0.058  0.633
C  0.933  1.001  -0.492
Cl  0.819  -0.017  -2.056
H  1.433  -0.892  0.479
H  1.281  0.563  1.494
H  1.945  1.445  -0.483
H  0.117  1.693  -0.398

* frontier orbital gap: 0.3881 Eh